Molecular formula: C5H8
Method: DFT, the ωB97M-V functional and the def2-TZVPD basis

Bonds (Å) are listed after each position.
Cartesian coordinates (Å):
1 C -0.32386 0.34365 -1.31454  C2 1.324, C5 1.515, H6 1.088
2 C -0.83008 0.97693 -0.26765  C1 1.324, C3 1.509, H7 1.074
3 C -0.76077 0.15113 0.99399  C2 1.509, C4 1.548, H8 1.091, H9 1.102
4 C 0.48936 -0.73058 0.75958  C3 1.548, C5 1.556, H10 1.103, H11 1.094
5 C 0.83280 -0.44211 -0.73043  C1 1.515, C4 1.556, H12 1.104, H13 1.076
6 H -0.36237 0.70240 -2.34118  C1 1.088
7 H -0.99408 2.03744 -0.30207  C2 1.074
8 H -0.73338 0.75122 1.90434  C3 1.091
9 H -1.67743 -0.45913 1.03596  C3 1.102
10 H 1.29569 -0.45710 1.46021  C4 1.103
11 H 0.31146 -1.79857 0.91495  C4 1.094
12 H 1.68843 0.25553 -0.75633  C5 1.104
13 H 1.04831 -1.30005 -1.34259  C5 1.076

For the HOMO-LUMO gap, the calculation gives 9.6 eV. The relative energy (zero: lowest compared OMol25 entry of this formula, charge and spin) comes out at 1.149 eV. Its HOMO energy is -8.579 eV. Its spin multiplicity is 1. The calculated total energy is -195.2498 Eh.